A single ClH3N2 molecule. Source: the OMol25 dataset; level of theory: the ωB97M-V functional and the def2-TZVPD basis.

## Properties
Charge   0
Relative energy (zero: lowest compared OMol25 entry of this formula, charge and spin)   14.4 kcal/mol
Frontier orbital gap   10.2 eV
Strongest force on any atom   3.635 eV Å⁻¹
E   -571.4029 hartree
2S+1   1
HOMO energy   -9.29 eV

Geometry as XYZ:
```
6
Properties=species:S:1:pos:R:3:forces:R:3
H -1.048 -0.183 0.223 -0.4 1.1 -0.1
Cl 2.506 -0.196 0.073 -0.1 0.0 0.1
H -0.016 -0.897 -0.839 -0.5 -0.1 0.5
N 1.001 0.630 -0.119 -1.9 -1.9 -0.7
N -0.117 -0.530 0.113 3.5 0.9 -0.6
H 1.015 1.318 0.609 -0.5 0.0 0.9
```
Positions in Å, forces in eV/Å.

=====

8 unconnected molecules or ions with the total composition C60H91BrF5O12P. Source: the OMol25 dataset; level of theory: the ωB97M-V functional and the def2-TZVPD basis.

## Properties
Charge   0
Frontier orbital gap   7.4 eV
Strongest force on any atom   1.389 eV Å⁻¹
E   -6658.2222 hartree
2S+1   1
HOMO energy   -8.20 eV

Geometry as XYZ:
```
170
Properties=species:S:1:pos:R:3:forces:R:3
F -3.703 -5.277 2.922 -0.2 0.2 0.0
C -2.630 -5.209 -1.514 -0.1 1.0 0.1
H -4.761 3.138 3.351 -0.1 0.0 0.0
C -0.541 -4.165 -4.330 -0.7 0.0 0.3
C 0.701 -1.018 -2.985 0.4 0.2 0.9
H 3.967 -1.226 2.832 0.0 0.0 0.0
O -0.731 -4.755 5.208 0.0 0.0 0.2
H -0.761 -6.299 -4.570 0.0 -0.1 -0.1
C 2.789 9.709 1.914 0.0 0.1 0.1
C -4.819 1.938 -3.325 -0.1 -0.1 0.1
H -7.979 -8.284 -5.579 0.0 0.0 0.0
O -2.158 2.580 3.458 0.3 0.1 -0.5
C -0.552 -3.775 7.353 -0.1 0.1 0.0
H -7.459 -6.853 -3.665 0.0 0.0 0.0
C -0.366 4.050 4.007 -0.5 0.0 0.3
H -1.262 -0.808 -4.672 0.0 0.1 -0.1
H 7.276 8.548 5.556 0.0 0.0 0.0
C -3.069 2.093 2.481 -0.6 -0.3 0.1
H 8.324 7.141 3.065 0.0 0.1 0.0
H 2.232 9.553 2.845 0.0 -0.1 0.0
H 3.742 -4.010 4.050 -0.1 0.0 0.0
C 1.583 -0.394 -0.225 -0.5 0.1 0.3
C -1.268 -5.399 -4.920 0.5 -0.1 0.1
C 1.439 -3.217 -8.026 0.0 -0.2 0.1
C 7.809 7.710 5.100 -0.1 0.1 0.1
H -0.015 -3.854 8.297 0.0 0.0 0.0
H -5.325 2.623 -5.308 0.0 0.0 0.0
H 6.955 6.375 6.632 0.0 0.0 0.0
H -6.421 -8.246 -3.341 0.0 0.0 0.0
H 3.472 -3.786 1.252 0.0 0.0 0.0
C 3.670 4.124 2.351 -0.6 -0.6 0.4
H 0.450 -1.516 -3.913 -0.3 0.0 0.0
H -4.833 3.246 -1.569 -0.1 0.0 0.0
C -6.952 -7.941 -5.459 0.1 -0.1 0.0
H -1.132 3.676 1.986 0.2 -0.3 0.0
H 4.693 9.093 1.111 0.0 0.0 0.0
H 0.690 -3.314 -8.813 -0.1 0.0 0.1
H 0.814 0.825 -4.100 0.1 0.1 0.0
H 8.868 7.816 5.328 0.0 0.0 0.0
C 3.257 -1.910 -7.271 0.1 -0.1 0.1
H 4.405 8.484 2.742 0.0 0.0 0.0
H -4.490 -7.132 -4.286 0.0 0.0 0.1
H -7.473 3.435 -4.614 0.0 0.1 0.0
H -6.316 -6.959 -7.311 0.0 0.0 0.0
H 3.847 3.165 2.843 0.3 0.0 0.1
C 1.606 2.753 1.971 0.0 0.5 -0.4
H -0.832 4.184 4.982 0.1 -0.1 0.1
H -1.892 -2.485 2.568 -0.1 0.3 -0.1
H -4.612 1.408 3.779 -0.1 0.2 0.2
O 5.546 -3.557 3.173 -0.1 0.0 0.0
H -1.662 -5.581 7.756 0.0 0.0 0.0
H 2.296 9.148 1.119 0.0 0.1 0.0
H 1.687 -0.424 -7.048 0.1 0.0 0.0
H 1.294 1.047 -2.450 0.1 -0.2 0.2
H -3.018 2.645 1.540 0.4 0.1 0.0
H -1.760 -2.051 -5.793 0.0 -0.1 0.0
C 2.161 4.155 1.963 0.9 0.0 -0.2
C -1.593 -4.525 2.047 -0.5 0.1 -0.2
H -5.134 1.132 -2.657 0.0 0.0 0.0
H 5.122 6.798 5.110 0.0 -0.1 0.1
C -5.420 -6.557 -4.307 0.1 -0.1 -0.1
H 3.969 -1.112 -7.474 0.0 0.0 0.0
H -2.805 1.049 2.294 0.1 0.0 -0.2
C 4.332 -3.123 3.793 -0.1 -0.2 0.0
C 0.878 2.263 3.060 -0.1 -0.4 -0.1
C 4.061 -2.887 1.456 -0.1 -0.1 0.0
C -3.013 -3.855 -1.001 0.5 0.9 0.2
H 0.081 -3.687 -5.088 0.2 0.1 0.2
P -1.825 -3.006 -3.607 -0.6 -0.5 -0.3
C -6.935 2.827 -3.886 -0.1 -0.1 0.1
C 5.982 6.277 4.674 -0.2 0.1 0.0
H 3.428 -3.354 -8.926 0.0 0.0 0.0
C 0.424 0.951 3.074 0.2 -0.3 0.2
C 4.254 9.335 2.081 0.0 0.0 -0.1
Br 2.857 2.544 -0.608 -0.1 0.0 0.2
H -3.790 1.753 -3.617 0.0 0.0 0.0
H -2.967 -1.208 -4.840 -0.1 0.0 0.2
H 4.568 -2.585 4.713 0.1 0.0 0.0
C -2.037 -4.758 5.797 0.0 0.1 0.0
H 2.531 -2.251 2.907 0.0 -0.1 0.1
C -1.159 -2.430 -1.975 0.4 0.4 0.3
H 3.925 4.894 3.072 0.1 0.2 -0.2
H 0.821 -5.213 6.477 0.0 0.0 0.0
H -1.224 -5.422 -6.006 -0.2 0.1 -0.1
H -0.123 0.575 3.927 0.0 0.1 0.1
H 0.034 -4.528 -3.480 0.4 0.3 0.0
H 3.976 -2.223 0.597 0.0 0.0 0.0
C 7.526 7.663 3.605 0.1 -0.1 -0.1
C 0.376 -1.252 -0.509 -0.1 0.0 0.2
H -7.651 2.158 -3.396 0.0 0.0 -0.1
H -3.569 -3.959 -0.077 0.1 -0.2 0.1
H -2.294 -5.476 -4.571 -0.1 0.1 -0.2
C 3.609 -2.259 2.771 0.1 0.2 -0.1
H 1.628 4.838 2.608 -0.1 -0.1 0.2
H -6.093 1.083 -4.907 0.0 0.0 0.0
C -0.313 -1.722 0.616 -0.1 -0.1 -0.4
H -2.166 4.583 3.073 0.1 0.2 -0.1
H -3.072 -5.814 1.069 -0.3 0.2 0.0
H 0.906 -3.607 5.727 0.0 0.0 -0.1
H -3.195 -3.096 1.585 -0.1 0.0 0.0
F -1.335 -5.499 -1.315 0.5 -0.2 0.2
H 3.925 12.615 2.385 -0.1 0.0 0.0
H -0.861 -4.834 1.298 0.1 -0.1 0.0
H 5.847 -4.132 1.212 0.0 0.0 0.1
H -0.784 -2.721 7.180 0.0 0.0 0.0
C -5.009 3.286 -2.646 0.0 0.1 -0.1
C 7.205 6.391 5.572 0.1 -0.1 -0.1
C -6.628 -7.447 -4.052 -0.1 0.1 0.0
C 0.189 -1.281 1.955 0.0 -0.1 -0.2
C -1.305 1.356 -1.575 -0.1 -0.5 -0.6
H 1.754 -1.228 -2.803 0.1 0.1 -0.2
C 1.858 1.901 0.878 -0.2 -0.4 0.7
C 5.501 -3.264 1.774 0.1 0.1 0.0
H -4.348 4.045 -3.078 0.1 0.0 0.0
H -1.089 -4.540 3.010 0.0 0.2 0.0
C 0.234 -4.338 6.178 0.1 -0.1 0.0
H 0.074 5.016 3.754 0.3 -0.1 -0.1
H -5.336 -5.742 -3.590 0.0 0.0 -0.1
H 6.181 -2.428 1.576 0.0 0.0 -0.1
H -5.192 1.852 2.195 0.0 0.1 -0.1
C -5.783 2.045 -4.502 0.1 0.1 -0.1
C 0.674 0.122 2.001 0.1 0.4 -0.3
H 1.604 -4.204 -7.580 0.0 0.0 -0.1
O 2.755 11.104 1.602 0.1 0.0 0.0
H 4.504 11.898 0.869 0.1 0.0 0.0
C -1.831 -4.604 7.297 0.1 -0.1 0.0
O 0.943 -2.341 -7.006 0.1 0.0 0.0
O 0.227 -2.006 2.920 -0.2 0.0 0.3
H 5.698 5.242 4.478 0.0 0.0 -0.1
O 6.314 6.920 3.441 0.1 0.0 0.1
H -2.210 -6.522 2.405 -0.1 -0.1 0.1
O -5.586 -6.018 -5.625 -0.1 -0.1 0.0
H -3.696 -3.394 -1.707 -0.1 -0.3 -0.2
C -1.417 -2.569 0.469 0.1 0.3 0.4
C -1.821 -2.920 -0.828 -0.2 0.0 0.0
C -2.114 -3.098 1.706 0.4 -0.6 -0.1
H 5.920 10.731 2.451 0.0 0.0 0.0
H 2.116 4.554 0.953 -0.3 0.1 0.0
C 2.742 -2.611 -8.523 0.0 0.1 -0.1
O -6.362 3.678 -2.890 0.0 -0.1 0.0
F -2.492 0.922 -1.173 -0.5 1.1 -0.2
H 4.319 4.154 1.483 0.1 0.2 0.0
C 1.965 -1.405 -6.647 -0.1 0.1 -0.1
C -2.665 -5.593 2.055 0.8 -0.5 0.0
C 0.571 0.528 -3.076 -0.1 0.7 -0.9
H 2.540 -1.875 -9.305 0.0 0.0 0.0
O -3.327 -5.973 -2.057 -0.7 -1.1 -0.4
O 0.599 3.006 4.182 0.2 0.4 -0.5
O 2.633 -0.512 -0.800 0.3 -0.1 -0.3
H -6.284 -8.762 -5.729 0.0 0.0 0.0
C -6.637 -6.711 -6.298 -0.1 0.1 0.1
H 7.897 5.571 5.372 0.0 0.0 0.0
C -4.504 2.147 2.986 0.3 -0.4 0.1
C 4.846 10.639 2.609 -0.1 0.0 0.1
C -0.791 1.050 -2.778 0.4 0.9 0.4
H -2.602 -3.916 5.384 -0.1 0.0 0.0
F -1.622 1.238 -3.841 -0.4 -1.3 0.0
H -2.552 -5.681 5.530 0.0 0.0 -0.1
C 1.382 0.590 0.894 0.2 0.1 -0.4
H -7.504 -6.043 -6.363 0.0 -0.1 0.0
H -2.680 -4.138 7.794 0.0 0.0 0.0
H 7.403 8.655 3.166 -0.1 0.0 0.0
H 2.023 -1.331 -5.560 0.0 0.0 0.0
C -0.047 -1.586 -1.797 0.1 -0.3 -0.5
C 4.043 11.678 1.838 0.0 0.0 -0.1
C -1.961 -1.621 -4.811 0.3 0.0 0.0
C -1.467 3.735 3.025 -0.6 0.4 0.5
F -0.726 2.092 -0.648 0.4 -0.9 0.6
H 3.737 -2.634 -6.609 0.0 0.0 0.0
H 4.650 10.730 3.680 0.0 0.0 0.0
```
Positions in Å, forces in eV/Å.

=====

A molecular structure, C40H33CrN2O4. Source: the OMol25 dataset; level of theory: the ωB97M-V functional and the def2-TZVPD basis.

## Properties
Charge   +2
Relative energy (zero: lowest compared OMol25 entry of this formula, charge and spin)   10.4 kcal/mol
Frontier orbital gap (alpha / beta)   6.3 / 4.7 eV
Strongest force on any atom   4.939 eV Å⁻¹
E   -2998.2746 hartree
2S+1   4
HOMO energy (alpha / beta)   -11.79 / -13.01 eV
⟨S²⟩   3.79

Geometry as XYZ:
```
80
Properties=species:S:1:pos:R:3:forces:R:3
H 4.667 3.588 4.779 0.1 -0.5 0.3
H 0.921 -1.619 2.992 0.5 0.1 0.1
C 3.756 -2.622 4.607 -0.2 0.0 0.3
H 2.213 1.636 3.012 -0.2 0.9 0.5
C 2.896 5.344 1.378 -0.1 0.9 -0.2
N 0.848 2.606 4.607 -1.2 -0.8 1.6
C 2.244 0.725 2.187 0.4 -2.7 -2.6
C -3.334 0.270 -0.785 0.4 -0.5 -0.8
H -4.911 -0.119 2.224 0.3 0.1 -0.3
C -3.379 2.638 2.396 -1.0 3.0 3.8
H 4.508 8.661 3.143 -0.2 0.0 -0.5
C 3.130 2.296 -1.246 -0.3 -0.5 0.0
H -0.286 4.312 4.127 -0.2 -0.6 -0.1
H 1.785 -3.470 4.354 0.2 0.2 -0.1
H 2.608 2.546 -2.180 0.3 -0.2 0.4
H 4.873 1.981 4.044 -0.2 0.1 0.0
C 2.691 5.134 4.147 0.1 -0.1 -0.2
H 4.023 9.571 1.657 0.0 0.0 0.3
H 2.632 5.080 5.233 0.0 -0.1 -0.1
C 2.466 1.514 -0.285 0.4 0.5 0.5
H -1.173 0.252 -1.038 -0.5 0.0 0.1
H 4.943 2.080 5.786 0.0 0.3 -0.1
H 6.089 2.724 0.351 -0.1 0.0 -0.1
H 2.070 3.357 1.350 0.4 0.4 -0.1
H -0.420 2.946 2.982 0.2 0.0 -0.1
H 3.949 1.966 7.674 -0.2 0.1 0.1
C -1.693 0.026 1.020 1.3 0.5 0.4
H -1.224 2.812 4.537 0.1 0.1 0.1
C -2.765 -0.119 1.925 0.4 -0.9 0.9
C 2.422 4.190 1.958 0.1 -0.8 0.3
C 2.804 -0.505 2.937 -0.3 -0.3 0.4
C 1.005 2.400 5.969 -1.2 1.2 -1.0
H 4.954 3.344 -1.800 -0.3 -0.3 0.4
H 4.860 0.167 3.081 -0.1 -0.1 0.2
H -2.520 -0.267 2.984 -0.3 0.2 -0.4
H 4.927 1.502 2.052 -0.1 0.2 -0.1
C 2.895 2.166 7.509 -0.5 -0.1 1.1
O -3.611 3.267 3.348 0.8 -2.3 -3.1
H 1.442 1.195 -0.493 0.4 0.1 0.1
C 2.131 2.689 3.978 0.1 0.5 -0.7
C 3.070 1.248 0.979 -0.3 0.4 -0.4
C 2.028 2.472 8.570 1.6 -0.6 -0.9
C -4.391 0.211 0.145 -0.5 0.0 0.0
C 2.433 4.009 3.342 -0.2 0.9 0.3
H 2.410 2.522 9.586 0.0 -0.1 -0.2
H 5.586 -1.470 4.698 -0.2 -0.1 -0.3
C -0.343 3.207 4.032 0.3 0.5 0.3
H 3.029 5.380 0.291 -0.2 0.2 0.5
C 4.464 2.508 4.906 0.2 0.1 -0.1
C 5.066 2.418 0.160 -0.3 -0.3 -0.3
C 2.366 2.158 6.212 1.8 0.8 -1.0
C -4.100 -0.044 1.493 -0.3 -0.5 0.2
H -0.902 2.965 6.859 0.3 0.0 0.1
C 4.130 -0.560 3.393 0.1 -0.2 0.5
H 4.121 -3.430 5.261 -0.3 0.5 -0.4
C 0.145 2.721 7.037 0.0 -0.2 0.7
H 3.200 7.227 4.228 -0.1 -0.5 -0.2
O -0.600 3.582 0.386 -3.3 -2.9 0.8
C 0.874 0.456 1.727 -1.9 0.1 0.3
C 0.681 2.756 8.336 -1.3 0.1 -1.1
C -1.492 2.838 0.566 3.7 3.0 -1.1
C -0.301 0.268 1.428 1.1 -0.5 0.5
O 3.591 7.613 1.543 -0.4 -0.6 1.1
H 0.048 3.030 9.186 0.2 -0.1 -0.5
C 4.434 2.743 -1.039 0.1 0.1 0.1
C 3.181 6.476 2.179 0.1 -0.2 0.0
C -3.785 3.143 -0.176 -0.5 2.5 -1.5
O -4.078 4.111 -0.722 0.3 -2.3 1.2
C 4.392 1.682 1.132 0.0 0.2 0.1
C 3.731 8.799 2.369 0.0 -0.3 -0.1
C 4.579 -1.546 4.283 -0.2 0.0 -0.5
H 2.775 9.060 2.859 0.4 -0.1 -0.3
H -3.525 0.451 -1.842 0.0 -0.1 0.3
C 1.972 -1.589 3.302 0.1 0.0 0.4
C 3.025 6.357 3.588 0.2 0.5 -0.7
H -5.416 0.377 -0.181 0.3 -0.2 0.1
Cr -2.971 1.708 0.806 -0.7 1.7 0.6
C 2.448 -2.640 4.109 0.2 0.4 -0.4
N 3.037 2.290 5.011 0.0 -0.6 1.8
C -2.016 0.172 -0.347 0.7 -0.6 -1.3
```
Positions in Å, forces in eV/Å.

=====

A single C3H8N2O2 molecule. Source: the OMol25 dataset; level of theory: the ωB97M-V functional and the def2-TZVPD basis.

## Properties
Charge   0
Relative energy (zero: lowest compared OMol25 entry of this formula, charge and spin)   149.8 kcal/mol
Frontier orbital gap   9.5 eV
Strongest force on any atom   4.338 eV Å⁻¹
E   -378.9023 hartree
2S+1   1
HOMO energy   -8.71 eV

Geometry as XYZ:
```
15
Properties=species:S:1:pos:R:3:forces:R:3
N 0.981 -1.199 0.650 -0.5 -0.2 0.1
C -1.848 -0.166 0.209 0.1 -0.3 -0.2
O -0.607 1.724 -0.811 0.0 -0.9 -0.1
H -0.051 -0.574 -1.294 1.7 -0.8 0.2
H 1.946 -1.403 0.874 -0.7 -0.3 0.0
N 1.825 0.458 -0.762 0.5 0.7 -0.1
C -0.566 0.490 -0.223 0.3 3.4 2.6
H -1.939 -1.184 -0.179 0.0 0.1 0.0
H 2.684 0.125 -0.348 -0.1 0.1 -0.1
H 1.734 1.461 -0.643 0.0 -0.1 -0.1
H -1.904 -0.205 1.298 0.1 0.1 -0.1
O -0.461 1.960 0.655 -0.2 -1.3 -0.9
H 0.187 -1.701 1.021 0.7 -0.2 0.2
C 0.704 -0.210 -0.283 -1.9 -0.5 -1.7
H -2.684 0.424 -0.165 0.1 0.0 0.1
```
Positions in Å, forces in eV/Å.

=====

Which of these has the highest strongest force on any atom? C40H33CrN2O4

=====

2S+1 of number 2 (C60H91BrF5O12P)? 1